# 1
6
Properties=species:S:1:pos:R:3 method="wB97M-V/def2-TZVPD" lumo_ev=5.07 energy_ev=-7013.0930 gap_ev=9.2 total_charge=-1 de_lowest_kj_mol=156.0
C -0.73 -0.05 0.02
N 1.26 0.63 -0.01
N -0.04 1.10 -0.02
N -0.10 -1.17 -0.03
N 1.37 -0.59 0.01
H -1.76 0.09 0.04

# 2
94
Properties=species:S:1:pos:R:3 method="wB97M-V/def2-TZVPD" lumo_ev="0.20 / 0.20" energy_ev=-78280.0446 spin_multiplicity=6 gap_ev="7.4 / 7.5" total_charge=0 de_lowest_kj_mol=240.2 s2=8.75
Mn -2.36 -38.49 1.60
C -0.72 -41.11 4.56
C -0.24 -40.66 3.30
O -1.09 -39.98 2.39
H -0.70 -40.26 5.25
H -0.20 -41.99 4.94
H -1.77 -41.39 4.48
H 0.19 -41.55 2.84
H 0.69 -40.10 3.42
B -1.11 -36.69 1.71
H -2.12 -36.35 1.59
H -1.04 -37.35 2.56
H -0.87 -37.31 0.86
H -0.39 -35.89 1.80
C 7.60 -37.21 0.72
O 6.27 -37.40 1.15
C 5.46 -36.32 0.95
C 4.06 -36.62 1.39
O 3.52 -37.56 0.53
C 2.18 -37.94 0.82
H 8.31 -38.03 0.92
H 8.05 -36.30 1.11
H 7.59 -37.03 -0.35
H 5.54 -35.93 -0.06
H 5.82 -35.65 1.74
H 3.46 -35.72 1.41
H 4.06 -37.02 2.40
H 2.06 -38.45 1.78
H 1.82 -38.58 0.02
H 1.48 -37.11 0.86
C -3.83 -41.39 1.06
O -4.03 -40.13 1.64
C -4.70 -40.24 2.88
C -4.67 -38.93 3.70
O -3.57 -38.09 3.40
C -3.26 -37.30 4.55
H -3.11 -41.31 0.24
H -4.69 -42.01 0.81
H -3.27 -41.97 1.80
H -4.41 -40.94 3.66
H -5.75 -40.46 2.66
H -4.76 -39.15 4.77
H -5.58 -38.41 3.45
H -2.88 -37.82 5.43
H -4.11 -36.62 4.69
H -2.48 -36.60 4.26
C -4.93 -36.58 1.05
O -4.00 -37.55 0.53
C -4.23 -37.94 -0.82
C -2.87 -38.18 -1.41
O -2.10 -38.99 -0.53
C -0.85 -39.43 -1.02
H -5.08 -35.70 0.42
H -4.58 -36.13 1.97
H -5.89 -37.03 1.32
H -4.68 -37.18 -1.45
H -4.82 -38.86 -0.83
H -2.29 -37.26 -1.33
H -2.93 -38.59 -2.42
H -1.12 -40.07 -1.85
H -0.26 -40.01 -0.31
H -0.22 -38.60 -1.35
C 0.24 -32.79 5.60
O 1.59 -33.20 5.40
C 1.94 -33.72 4.14
C 1.46 -35.14 3.93
O 2.15 -36.09 4.79
C 1.40 -37.26 4.99
H -0.32 -33.59 6.08
H -0.19 -32.61 4.61
H 0.10 -31.92 6.24
H 3.03 -33.78 4.05
H 1.49 -33.07 3.39
H 1.73 -35.40 2.91
H 0.38 -35.18 4.09
H 2.05 -37.75 5.72
H 1.34 -37.94 4.14
H 0.46 -37.06 5.49
C -4.08 -34.07 -4.68
O -3.32 -34.50 -3.51
C -2.07 -33.88 -3.55
C -1.44 -34.29 -2.19
O -0.74 -33.26 -1.51
C -0.06 -33.65 -0.37
H -5.07 -34.53 -4.68
H -3.70 -34.41 -5.64
H -4.20 -32.99 -4.60
H -2.08 -32.79 -3.60
H -1.46 -34.22 -4.38
H -0.74 -35.10 -2.40
H -2.20 -34.79 -1.58
H -0.72 -34.08 0.39
H 0.48 -32.77 -0.02
H 0.61 -34.47 -0.65

# 3
16
Properties=species:S:1:pos:R:3 method="wB97M-V/def2-TZVPD" lumo_ev=4.15 energy_ev=-9869.3550 gap_ev=8.4 total_charge=-1 de_lowest_kj_mol=40.1
C -1.63 -1.70 0.34
N -0.21 -1.41 0.35
C 0.18 -0.46 -0.72
O 0.74 0.72 -0.25
H -1.92 -2.27 1.21
H -1.92 -2.22 -0.57
H -2.28 -0.81 0.37
H -0.01 -0.92 1.22
H -0.71 -0.27 -1.36
H 0.90 -0.96 -1.36
H 1.70 2.88 -2.28
H 1.68 1.98 -1.06
O 2.20 2.71 -1.48
H 0.39 0.88 0.95
H 0.83 0.80 2.59
O 0.06 1.04 2.06

# 4
9
Properties=species:S:1:pos:R:3 method="wB97M-V/def2-TZVPD" lumo_ev="-0.03 / -0.03" energy_ev=-15001.2801 gap_ev="9.5 / 9.5" total_charge=0 de_lowest_kj_mol=239.7
C -1.26 0.50 -0.35
C 1.23 -0.61 0.43
O 0.04 0.89 -0.21
F 0.93 -1.59 -0.37
I 3.12 0.22 0.19
H -1.45 -0.03 -1.29
H -1.84 1.43 -0.34
H -1.62 -0.11 0.49
H 0.86 -0.72 1.44

# 5
12
Properties=species:S:1:pos:R:3 method="wB97M-V/def2-TZVPD" lumo_ev="2.69 / 1.46" energy_ev=-102032.1671 spin_multiplicity=3 gap_ev="4.4 / 6.8" total_charge=-1 s2=2.02
C -0.48 0.98 -0.87
C -1.85 1.23 -0.99
C -0.20 0.05 0.12
C -1.29 -0.37 0.78
O 2.23 -1.48 1.75
O 2.37 -2.21 -0.56
O 3.15 0.02 0.05
S -2.86 0.54 0.19
S 2.38 -1.13 0.38
Br -1.29 -1.15 2.47
H 0.06 1.44 -1.65
H -2.19 2.06 -1.67

# 6
14
Properties=species:S:1:pos:R:3 method="wB97M-V/def2-TZVPD" lumo_ev=-3.49 energy_ev=-16593.6949 gap_ev=10.3 total_charge=+1 de_lowest_kj_mol=165.1
C 0.98 1.25 0.37
C -0.55 0.99 -0.49
N -0.55 -0.45 -0.75
C -0.58 -1.14 0.62
C 0.64 -1.16 -0.21
S 2.05 -0.11 -0.20
H 1.34 2.24 0.35
H 0.70 1.05 1.46
H -1.46 1.21 0.22
H -0.39 1.56 -1.43
H -1.16 -0.81 -1.61
H -1.28 -2.01 0.71
H -0.56 -0.52 1.50
H 0.81 -2.10 -0.55

# 7
168
Properties=species:S:1:pos:R:3 method="wB97M-V/def2-TZVPD" lumo_ev=2.44 energy_ev=-178308.0329 gap_ev=3.3 total_charge=-2
C 6.36 1.22 4.50
C 5.87 -0.10 5.10
C 4.34 -0.25 5.07
C 3.83 -1.66 4.76
C 4.39 -2.31 3.48
C 4.30 -1.45 2.21
C 2.96 -1.62 1.50
C 2.79 -0.71 0.26
C 1.33 -0.25 0.05
P 0.93 1.47 0.78
C 1.91 2.44 -0.52
C 2.36 1.84 -1.84
O 1.25 1.43 -2.66
C 2.33 1.41 2.16
O 3.47 1.88 1.89
O 2.01 0.96 3.29
O -0.24 0.71 1.89
C -1.51 1.25 1.92
C -2.41 0.04 2.29
C -3.93 0.27 2.56
C -4.82 -0.75 1.83
C -6.28 -0.30 1.77
C -4.67 -2.16 2.43
C -1.45 2.18 3.19
C -2.67 2.92 3.70
O -3.14 3.95 3.29
O -3.27 2.34 4.79
C -1.72 1.95 0.47
C -1.82 3.48 0.59
O -1.45 4.09 -0.64
O -1.87 5.46 -0.54
C -2.93 1.34 -0.31
Cl -4.12 2.56 -0.96
C -2.63 0.36 -1.46
C -1.70 -0.78 -1.05
Cl -2.09 1.15 -2.98
O -0.55 1.70 -0.25
H 5.79 1.48 3.59
H 7.41 1.16 4.22
H 6.24 2.06 5.19
H 6.21 -0.13 6.15
H 6.37 -0.93 4.58
H 3.94 0.06 6.04
H 3.91 0.44 4.34
H 2.74 -1.61 4.72
H 4.09 -2.32 5.60
H 5.43 -2.60 3.67
H 3.83 -3.24 3.31
H 5.10 -1.78 1.52
H 4.47 -0.39 2.40
H 2.81 -2.67 1.20
H 2.16 -1.36 2.21
H 3.49 0.12 0.30
H 3.08 -1.30 -0.62
H 0.70 -0.96 0.60
H 1.03 -0.33 -0.99
H 0.62 2.79 1.38
H 1.23 3.27 -0.78
H 2.80 2.89 -0.06
H 2.86 2.65 -2.39
H 3.07 1.02 -1.73
H 1.61 1.05 -3.47
H -1.95 -0.34 3.20
H -2.29 -0.77 1.56
H -4.22 1.28 2.23
H -4.15 0.17 3.62
H -4.46 -0.83 0.79
H -6.35 0.69 1.30
H -6.87 -0.98 1.15
H -6.72 -0.26 2.77
H -4.36 -2.12 3.48
H -5.62 -2.70 2.35
H -3.94 -2.75 1.86
H -1.10 1.50 3.98
H -0.63 2.89 3.04
H -2.65 1.71 5.16
H -1.12 3.82 1.36
H -2.81 3.83 0.89
H -1.53 5.72 0.33
H -3.57 0.79 0.36
H -3.60 -0.05 -1.73
H -0.98 -1.01 -1.84
H -2.28 -1.67 -0.79
H -1.12 -0.49 -0.18
C -1.57 -4.37 -6.15
C -2.65 -4.79 -5.18
O -2.05 -5.23 -3.94
C -1.69 -4.26 -3.11
O -1.81 -3.08 -3.26
C -1.08 -4.85 -1.82
F -0.21 -5.83 -2.08
F -2.06 -5.36 -1.05
F -0.46 -3.90 -1.14
H -0.85 -5.19 -6.28
H -1.97 -4.09 -7.11
H -1.02 -3.51 -5.75
H -3.22 -5.65 -5.54
H -3.35 -3.98 -4.98
C 0.25 -6.12 1.33
C 1.50 -6.91 1.64
O 1.23 -8.01 2.54
C 0.75 -9.11 1.99
O 0.53 -9.33 0.84
C 0.55 -10.19 3.08
F -0.04 -9.69 4.17
F 1.74 -10.69 3.45
F -0.20 -11.19 2.63
H -0.22 -5.77 2.25
H 0.50 -5.25 0.73
H -0.47 -6.73 0.79
H 2.23 -6.29 2.17
H 1.97 -7.29 0.74
C -5.59 -8.69 -10.13
C -6.54 -7.68 -9.52
O -5.82 -6.62 -8.86
C -5.37 -5.65 -9.63
O -5.49 -5.55 -10.82
C -4.66 -4.58 -8.76
F -3.85 -5.16 -7.86
F -5.57 -3.86 -8.11
F -3.93 -3.77 -9.52
H -4.92 -9.08 -9.37
H -6.16 -9.52 -10.56
H -4.99 -8.24 -10.92
H -7.15 -8.13 -8.74
H -7.21 -7.25 -10.27
C 0.78 7.46 -2.49
C 1.49 6.84 -1.30
O 2.57 5.99 -1.72
C 3.73 6.54 -2.01
O 4.04 7.69 -1.97
C 4.70 5.38 -2.36
F 4.09 4.53 -3.17
F 5.05 4.74 -1.24
F 5.81 5.83 -2.95
H 0.44 6.67 -3.16
H -0.08 8.03 -2.15
H 1.45 8.12 -3.04
H 0.82 6.18 -0.75
H 1.87 7.60 -0.61
C -5.71 4.83 1.19
C -7.08 4.28 0.89
O -8.14 5.23 1.24
C -8.42 6.16 0.37
O -7.94 6.35 -0.71
C -9.57 7.04 0.91
F -9.40 7.37 2.19
F -10.74 6.38 0.81
F -9.68 8.17 0.20
H -5.64 5.13 2.24
H -4.97 4.06 0.99
H -5.48 5.70 0.57
H -7.30 3.41 1.50
H -7.19 4.01 -0.16
C 11.36 4.68 1.06
C 10.00 4.30 1.60
O 10.12 3.50 2.80
C 10.33 4.16 3.92
O 10.45 5.34 4.07
C 10.34 3.16 5.10
F 11.09 2.08 4.81
F 9.10 2.75 5.35
F 10.84 3.72 6.20
H 11.96 3.79 0.89
H 11.25 5.21 0.11
H 11.90 5.32 1.76
H 9.46 3.67 0.90
H 9.39 5.18 1.81